[1]
The following is a DFT calculation (ωB97M-V/def2-TZVPD) of a structure of composition C23H10Cl7N4O3Pt.

Last column: Löwdin spin population.
Geometry (Å):
1 Pt -3.36264 0.55735 0.32118  0.85
2 Cl -2.39076 5.53818 -2.58403  0.04
3 Cl 1.88286 -4.18075 0.06888  0.01
4 Cl -3.58062 0.36573 -3.94747  -0.01
5 Cl 0.44466 0.31671 -2.60968  0.02
6 Cl -1.86035 3.04841 -4.52493  0.05
7 Cl -3.19050 -1.48296 -0.99620  0.25
8 Cl -3.16635 4.84493 0.38724  0.00
9 O 1.96565 1.27455 0.58194  0.61
10 O -3.63100 -0.61810 1.78518  0.24
11 O -2.96536 -1.28571 3.76015  0.02
12 N 3.16991 2.08699 3.84767  -0.02
13 N 1.99518 5.77993 1.66228  -0.03
14 N 1.81911 2.50296 0.72822  0.41
15 N 0.28719 -1.55719 -0.30667  0.32
16 C 1.42313 -0.60283 3.61166  0.16
17 C 2.63263 -3.54037 -2.40071  -0.01
18 C -2.73811 -1.26771 2.52838  0.02
19 C 1.13690 -1.96442 -1.34100  0.02
20 C -3.17046 1.53394 -2.78061  -0.02
21 C 1.19701 -1.25915 -2.61091  0.04
22 C -3.33728 1.34880 -1.43349  0.13
23 C 2.05528 -1.19465 1.32191  0.13
24 C 2.38594 -0.81187 2.64910  0.01
25 C 2.37388 3.24119 1.74953  0.01
26 C -3.31893 2.34382 -0.53215  0.19
27 C 1.80459 -1.75471 -3.75167  -0.01
28 C -3.26100 3.67700 -0.85652  0.02
29 C -2.87432 3.93507 -2.17730  0.11
30 C 2.56015 -2.93145 -3.67386  0.04
31 C 0.71626 -1.48717 1.05887  0.11
32 C -0.24848 -1.57232 2.10036  0.11
33 C 1.83877 -3.15657 -1.33900  0.04
34 C -2.77587 2.85649 -3.14443  0.12
35 C 2.69824 2.64808 2.97406  0.00
36 C 0.11894 -1.08449 3.37705  -0.01
37 C -1.63173 -2.05776 1.79485  0.02
38 C 2.12270 4.63401 1.69474  0.00
39 H 1.74740 -0.29093 4.59448  0.01
40 H 1.76561 -1.23778 -4.65065  0.00
41 H 3.27915 -4.40410 -2.23563  0.00
42 H 3.44735 -0.63523 2.83314  0.00
43 H -1.73014 -3.04070 2.21818  0.01
44 H 2.75161 -1.15640 0.47282  0.00
45 H -0.73965 -1.09715 4.07604  0.00
46 H 3.03524 -3.41184 -4.54003  0.00
47 H -0.70081 -1.41113 -0.51524  0.00
48 H -1.98097 -2.03870 0.75429  0.00

## Properties
- multiplicity = 5
- energy relative to the best compared isomer or geometry (same formula, charge and spin) (kcal per mole) = 0.0
- gap between HOMO and LUMO (alpha / beta) (eV) = 7.83 / 5.61
- LUMO level (alpha / beta) (Eh) = -0.1666 / -0.2471
- expectation value of S² = 6.092
- HOMO (alpha / beta) (hartree) = -0.4545 / -0.4532
- net charge = +1

---

[2]
The following is a DFT calculation (ωB97M-V/def2-TZVPD) of a structure of composition C4H4N2O2.

Last column: natural (NBO) charge in e.
Geometry (Å):
1 O -1.81391 -1.17670 -0.11892  -0.48
2 O 2.86855 -0.31600 -0.11176  -0.52
3 N 0.75789 -1.35285 -0.02759  -0.32
4 N 1.45165 -0.17182 -0.09595  0.09
5 C -2.07069 0.30077 -0.01579  -0.04
6 C 0.72047 0.98493 -0.06935  -0.04
7 C -0.45836 -0.84280 -0.02302  0.44
8 C -0.57091 0.56647 -0.04760  -0.26
9 H 3.08167 -1.06667 0.45027  0.49
10 H -2.65908 0.62447 -0.88380  0.20
11 H -2.53809 0.54655 0.93764  0.20
12 H 1.23081 1.90365 0.00587  0.23

## Properties
- energy relative to the best compared isomer or geometry (same formula, charge and spin) (kcal per mole) = 129.7
- gap between HOMO and LUMO (eV) = 9.53
- LUMO level (Eh) = 0.0292
- HOMO (hartree) = -0.3209
- net charge = 0

---

[3]
The following is a DFT calculation (ωB97M-V/def2-TZVPD) of a cluster of 13 separate species, C4H24BO20 in total.

Last column: natural (NBO) charge in e.
Geometry (Å):
1 O -1.87978 -1.88663 0.62569  -0.61
2 O 1.46622 0.85837 0.33969  -0.58
3 O 0.35622 1.23237 -1.53131  -0.67
4 O 3.04222 -0.64663 -4.16731  -0.96
5 O -5.46478 -0.16763 -0.37131  -0.98
6 O -2.77778 2.97337 3.16569  -0.94
7 O 0.13822 2.15837 -5.22531  -0.98
8 O -2.56378 0.54637 1.83069  -0.57
9 O 1.99122 1.38737 -2.78631  -0.55
10 O -0.86278 1.36037 0.62669  -0.58
11 O -3.75778 -0.61363 4.41969  -0.97
12 O 3.78022 -1.25263 0.90069  -0.94
13 O -1.46978 -4.10663 -1.07731  -0.98
14 O -3.52478 -2.67663 2.75569  -0.91
15 O -2.14778 0.86037 -2.41131  -1.00
16 O -0.16478 -0.69063 -0.19731  -0.61
17 O 1.53922 -2.76563 1.42569  -0.97
18 O 3.43522 1.35637 -0.28731  -0.64
19 O 6.00822 2.02837 -0.07231  -0.97
20 O 2.64922 0.84337 2.94469  -0.93
21 C 2.25822 1.35837 -0.39931  0.72
22 C -1.57578 0.45437 1.03269  0.65
23 C 1.57422 1.56237 -1.70831  0.68
24 C -1.24578 -0.76163 0.52269  0.68
25 B 0.16322 0.74637 -0.21931  1.17
26 H 0.93822 -2.60463 0.71369  0.47
27 H -3.14678 -2.33263 2.10069  0.47
28 H 5.02322 1.98137 -0.29531  0.49
29 H -2.91078 3.58637 2.46969  0.44
30 H -4.42978 -2.85763 2.52269  0.47
31 H -2.21078 -0.00163 -3.06231  0.49
32 H -2.56778 2.27937 2.56169  0.48
33 H 3.08922 0.84937 2.01369  0.47
34 H 4.53722 -1.71063 1.28469  0.48
35 H 2.38822 1.72937 2.84669  0.45
36 H 6.32422 1.54637 -0.93331  0.45
37 H 4.13222 -0.72563 0.26969  0.48
38 H -2.74178 -0.40763 4.67069  0.46
39 H -1.98078 -3.58263 -0.22431  0.51
40 H -1.14378 1.23737 -2.39931  0.49
41 H 0.17522 2.24237 -4.26031  0.49
42 H 2.22122 -2.15363 1.51269  0.49
43 H -4.82978 0.47137 0.03969  0.50
44 H 0.34522 1.26837 -5.62131  0.49
45 H 2.94922 0.13837 -3.47031  0.49
46 H -6.41078 0.21537 -0.75731  0.48
47 H 3.53722 -0.30963 -4.80231  0.45
48 H -0.57178 -3.80463 -1.01631  0.46
49 H -3.68278 -1.21263 3.69969  0.48

## Properties
- energy relative to the best compared isomer or geometry (same formula, charge and spin) (kcal per mole) = 177.4
- gap between HOMO and LUMO (eV) = 9.16
- LUMO level (Eh) = 0.0531
- HOMO (hartree) = -0.2837
- net charge = -1

---

[4]
The following is a DFT calculation (ωB97M-V/def2-TZVPD) of a cluster of 3 separate species, C4H17N2O2 in total.

Last column: Löwdin spin population.
Geometry (Å):
1 O 1.65344 1.95010 -0.51698  0.06
2 O 2.51438 -1.68137 -1.47017  0.20
3 N -1.27789 1.30066 0.07797  0.01
4 N 0.48048 -0.81239 0.51054  0.05
5 C -1.00529 -1.10699 0.57292  0.09
6 C -1.73913 1.61866 -1.29346  0.04
7 C 0.98584 -1.05743 1.90085  0.06
8 C -1.87512 0.12082 0.75046  0.01
9 H 0.62615 0.12857 0.04011  0.02
10 H -2.26497 0.46562 1.72655  0.00
11 H -1.11406 -1.92736 1.28162  0.01
12 H 0.59104 -0.28904 2.63879  0.00
13 H -2.76523 2.10711 -1.33184  0.00
14 H 0.88946 -2.09996 2.16568  0.02
15 H -1.74064 0.79812 -2.04891  0.03
16 H 1.84246 -2.23900 -1.88704  0.11
17 H 2.08709 -0.92217 1.90714  0.02
18 H 3.19462 -1.52614 -2.13431  0.05
19 H 1.74691 1.90970 -1.47235  0.03
20 H 2.48259 1.89999 -0.01146  0.02
21 H -1.21510 -1.61565 -0.38576  0.07
22 H 0.83079 -1.34713 -0.25054  0.07
23 H -1.29151 2.13318 0.63275  0.00
24 H -2.83721 0.00592 0.22938  0.00
25 H -0.79907 2.18618 -1.63192  0.01

## Properties
- multiplicity = 2
- energy relative to the best compared isomer or geometry (same formula, charge and spin) (kcal per mole) = 52.7
- gap between HOMO and LUMO (alpha / beta) (eV) = 3.39 / 9.69
- LUMO level (alpha / beta) (Eh) = 0.0259 / 0.0162
- expectation value of S² = 0.751
- HOMO (alpha / beta) (hartree) = -0.0985 / -0.3399
- net charge = 0

---

[5]
The following is a DFT calculation (ωB97M-V/def2-TZVPD) of a cluster of 2 separate species, C6H8N4 in total.

Last column: Löwdin spin population.
Geometry (Å):
1 N 0.32732 0.30450 0.06080  0.91
2 N -1.99915 -0.82044 2.10382  0.00
3 N -1.37368 -1.49981 2.77672  0.00
4 N -2.72498 -0.28878 1.36566  0.00
5 C 1.35902 -0.41845 0.59624  0.27
6 C -2.60249 1.03760 0.82825  0.02
7 C 2.40616 -0.86010 -0.19601  0.09
8 C 1.28664 -0.00151 -2.07070  0.10
9 C 2.34042 -0.63462 -1.51679  0.25
10 C 0.35245 0.59378 -1.22193  0.26
11 H 1.28626 -0.63871 1.58250  0.02
12 H -1.56328 1.36239 1.01418  0.01
13 H -2.86106 0.94247 -0.17531  0.00
14 H -3.18884 1.79947 1.52614  0.00
15 H 3.12983 -0.95342 -2.29865  0.02
16 H 3.15658 -1.42732 0.40044  0.01
17 H 1.09223 0.26262 -3.10121  0.01
18 H -0.42344 1.24033 -1.67414  0.03

## Properties
- multiplicity = 3
- energy relative to the best compared isomer or geometry (same formula, charge and spin) (kcal per mole) = 49.1
- gap between HOMO and LUMO (alpha / beta) (eV) = 6.06 / 6.64
- LUMO level (alpha / beta) (Eh) = 0.0285 / -0.1050
- expectation value of S² = 2.023
- HOMO (alpha / beta) (hartree) = -0.1940 / -0.3490
- net charge = 0

---

[6]
The following is a DFT calculation (ωB97M-V/def2-TZVPD) of an isolated molecule of C2H4N2O2.

Last column: natural (NBO) charge in e.
Geometry (Å):
1 O -0.11855 0.64458 0.70439  -0.40
2 O -1.39222 -0.58870 -1.48141  -0.59
3 N 0.65364 -0.44584 0.13005  -0.16
4 N -1.56463 0.85123 -1.21013  -0.14
5 C -0.94002 1.26906 -0.18627  0.30
6 C 1.57915 -0.84328 0.80261  -0.10
7 H -0.71479 -0.98706 -1.02023  0.47
8 H 1.99658 -1.66419 0.24151  0.23
9 H -1.19749 2.25450 0.06628  0.19
10 H 1.69833 -0.49030 1.95320  0.21

## Properties
- energy relative to the best compared isomer or geometry (same formula, charge and spin) (kcal per mole) = 144.5
- gap between HOMO and LUMO (eV) = 10.45
- LUMO level (Eh) = 0.0290
- HOMO (hartree) = -0.3549
- net charge = 0